Entry i
The following is a quantum chemistry calculation of a 4-piece molecular cluster, CH7O5 overall, from OMol25.

The geometry in XYZ format:
```
13
Properties=species:S:1:pos:R:3:nbo_charge:R:1
O -1.000 -1.344 -0.467 -0.724
C -0.260 -1.198 0.499 0.627
O -0.060 -0.159 1.224 -0.857
H 0.350 -2.054 0.877 0.010
H -1.264 -0.327 4.087 0.455
H -1.366 0.075 2.553 0.517
O -1.667 0.268 3.463 -0.994
H 0.305 0.945 -0.210 0.509
H -0.580 1.870 -1.005 0.462
O 0.358 1.626 -0.926 -1.002
H 1.175 0.511 -3.002 0.500
H 2.267 -0.460 -3.351 0.460
O 1.742 0.245 -3.742 -0.963
```

frontier orbital gap: 9.1 eV
charge: -1


Entry ii
The following is a quantum chemistry calculation of a 4-piece molecular cluster, CH7O5 overall, from OMol25.

The geometry in XYZ format:
```
13
Properties=species:S:1:pos:R:3:nbo_charge:R:1
O -0.300 -0.789 0.174 -0.824
C 0.881 -0.926 -0.240 0.637
O 1.345 -0.604 -1.362 -0.774
H 1.655 -1.434 0.392 0.035
H 1.132 2.192 -0.368 0.491
H 0.862 2.092 1.144 0.472
O 1.213 2.674 0.463 -0.965
H -2.310 -1.059 2.467 0.445
H -1.182 -1.409 1.528 0.513
O -1.687 -1.783 2.307 -0.995
H -0.132 0.809 -2.085 0.481
H -1.067 0.474 -0.995 0.495
O -0.987 1.101 -1.735 -1.010
```

frontier orbital gap: 9.4 eV
charge: -1


Which one sits at the bottom of the stability order? entry i does.


Entry i
The following is a quantum chemistry calculation of a 2-piece molecular cluster, C3H7NO3S overall, from OMol25.

The geometry in XYZ format:
```
15
Properties=species:S:1:pos:R:3:nbo_charge:R:1
C 0.747 -0.847 1.651 0.589
C -1.197 0.099 -1.362 -0.608
C -0.133 0.815 -0.608 0.521
N 1.885 -1.299 1.176 -0.856
O 0.098 -1.069 2.640 -0.571
O -0.396 2.053 -0.078 -0.715
O 1.137 0.710 -1.132 -0.716
S -2.669 -0.159 -0.297 -0.053
H -0.827 -0.857 -1.725 0.240
H -1.573 0.685 -2.213 0.221
H 2.195 -0.966 0.276 0.419
H 2.454 -2.002 1.646 0.388
H -1.334 2.107 0.148 0.503
H 1.631 1.481 -0.825 0.493
H -2.018 -0.750 0.704 0.146
```

frontier orbital gap (spin up / spin down): 7.1 / 8.3 eV


Entry ii
The following is a quantum chemistry calculation of a 2-piece molecular cluster, C3H7NO3S overall, from OMol25.

The geometry in XYZ format:
```
15
Properties=species:S:1:pos:R:3:nbo_charge:R:1
C 1.189 0.650 1.167 -0.532
C 1.368 -0.783 0.728 -0.471
C 1.007 0.257 -0.241 0.404
N -2.343 -0.165 -1.370 -1.058
O -1.701 -1.904 0.329 -0.939
O -1.954 0.480 0.947 -0.988
O 1.257 0.628 -1.440 -0.632
S -1.458 -0.548 0.037 1.903
H 0.382 1.163 1.766 0.292
H 2.058 1.294 1.606 0.236
H 2.435 -1.240 0.574 0.233
H 0.493 -1.369 1.098 0.269
H -2.003 -0.744 -2.226 0.390
H -2.446 0.769 -1.441 0.382
H 1.718 1.512 -1.534 0.511
```

frontier orbital gap (spin up / spin down): 7.6 / 7.6 eV


Which one sits at the bottom of the stability order? entry ii does.


Entry i
The following is a quantum chemistry calculation of a 2-piece molecular cluster, C3H9BO2S overall, from OMol25.

The geometry in XYZ format:
```
16
Properties=species:S:1:pos:R:3:nbo_charge:R:1
B -0.155 -2.232 0.520 1.097
C 0.740 2.988 -1.116 -0.757
C 0.661 -1.003 1.111 -0.988
C -0.193 2.316 -0.178 -0.217
O -0.362 -3.313 1.313 -0.888
O -0.619 -2.150 -0.752 -0.891
S -1.602 1.742 -0.862 0.167
H 1.639 2.370 -1.155 0.257
H 0.385 3.165 -2.134 0.182
H 1.044 3.932 -0.661 0.248
H 1.064 -0.373 0.326 0.231
H 0.013 -0.379 1.723 0.244
H 1.469 -1.337 1.748 0.233
H -0.851 -4.044 0.934 0.480
H -1.125 -2.896 -1.085 0.481
H -2.108 1.213 0.268 0.121
```

frontier orbital gap: 8.4 eV


Entry ii
The following is a quantum chemistry calculation of one molecule with the formula C3H9BO2S, from OMol25.

The geometry in XYZ format:
```
16
Properties=species:S:1:pos:R:3:nbo_charge:R:1
C -1.160 2.028 -0.303 -0.251
O -0.061 1.247 -0.037 -0.738
B -0.050 -0.135 -0.135 0.927
O -1.440 -0.893 -0.003 -0.720
C -1.474 -2.221 0.181 -0.228
S 1.517 -1.051 -0.245 -0.004
C 2.677 0.319 0.097 -0.755
H -1.511 2.581 0.607 0.181
H -1.976 1.323 -0.715 0.204
H -0.794 2.932 -0.970 0.180
H -2.056 -2.533 1.056 0.171
H -0.449 -2.743 0.163 0.162
H -1.982 -2.726 -0.636 0.161
H 2.295 1.235 -0.379 0.246
H 3.754 0.074 0.092 0.244
H 2.711 0.563 1.226 0.220
```

frontier orbital gap: 10.0 eV
SMILES: COB(OC)SC


Which one sits at the bottom of the stability order? entry i does.